1.
The following is a quantum chemistry calculation of C9H5N2O2PdS5 as an isolated structure, from the Open Molecules 2025 dataset.

Output
M: 439.906 g/mol
lowest unoccupied orbital energy (alpha / beta): 2.5 / 1.2 eV
total charge: -1
2S+1: 3
⟨S²⟩: 2.03
orbital gap (alpha / beta): 6.38 / 5.98 eV
calculated total energy: -2724.77355 Eh

Geometry as XYZ:
```
24
Properties=species:S:1:pos:R:3:forces:R:3:mulliken_spin:R:1
Pd -0.13894 -0.13665 -0.10805 0.13 0.20 0.20 0.799
O 2.05613 0.20193 -0.04354 0.13 0.02 -0.05 0.050
N 2.47066 1.39427 -0.02584 -0.02 -0.09 0.01 0.004
N 1.55337 2.29069 -0.03435 0.16 0.20 0.01 0.006
O 0.27046 2.04600 -0.05995 -0.11 -0.02 -0.05 0.047
C 1.97791 3.65941 -0.01172 -0.17 -0.26 -0.01 0.005
C 0.99168 4.63361 -0.02051 0.06 0.09 0.00 -0.002
C 1.36286 5.97186 0.00069 -0.02 -0.05 0.00 -0.001
C 2.70068 6.33186 0.03016 0.01 0.02 0.00 0.001
C 3.67594 5.34084 0.03855 -0.01 -0.02 0.00 -0.001
C 3.32542 4.00167 0.01783 0.04 0.08 0.00 0.000
H -0.04111 4.32154 -0.04366 0.00 0.00 0.00 0.000
H 0.59332 6.73352 -0.00612 0.01 0.01 0.00 0.000
H 2.98537 7.37614 0.04656 0.00 0.00 0.00 0.000
H 4.72422 5.61110 0.06150 0.00 0.01 0.00 0.000
H 4.07586 3.22654 0.02409 -0.01 -0.01 0.00 -0.002
S -5.29067 -5.24438 0.04615 0.03 0.03 0.02 0.079
C -4.11998 -4.08198 0.04238 -0.09 -0.08 -0.04 0.017
S -2.43618 -4.42872 0.03779 0.12 -0.06 0.02 -0.022
C -1.82340 -2.78710 0.01179 -0.17 0.04 0.00 0.073
C -2.80799 -1.79465 0.00414 0.04 -0.17 0.00 0.085
S -2.50510 -0.14485 -0.01970 -0.14 0.05 -0.06 0.434
S -4.45424 -2.39500 0.02221 -0.05 0.12 0.02 -0.021
S -0.17167 -2.49732 -0.00122 0.05 -0.12 -0.06 0.447
```
Forces are in eV/Å.



2.
The following is a quantum chemistry calculation of C51H59N5O33PY as an isolated structure, from the Open Molecules 2025 dataset.

Output
M: 1389.915 g/mol
lowest unoccupied orbital energy: -1.6 eV
2S+1: 1
orbital gap: 6.63 eV
calculated total energy: -5115.30569 Eh

Geometry as XYZ:
```
150
Properties=species:S:1:pos:R:3:forces:R:3:lowdin_charge:R:1
Y 23.94338 -9.59041 10.02549 -0.49 -0.81 1.47 1.486
P 22.85159 -8.43840 7.92790 -2.49 -2.03 1.17 0.173
O 24.31151 -8.21308 8.28408 2.79 1.40 -1.87 -0.400
O 22.25204 -8.29435 9.35467 -1.64 3.80 1.10 -0.388
O 22.82663 -9.97924 8.19346 0.13 -2.60 -3.68 -0.422
O 22.12005 -7.95032 6.69187 1.14 -1.07 1.26 -0.230
C 25.23275 -12.50360 8.44791 -0.64 2.87 1.11 -0.233
O 25.06657 -11.40542 9.07676 0.70 -2.72 -1.16 -0.114
N 26.41349 -12.96744 8.06459 -1.14 1.63 1.45 -0.152
C 26.45285 -14.11979 7.28349 1.13 -2.55 -1.47 -0.077
C 27.63246 -12.19772 8.28646 1.12 -0.48 -0.41 0.004
H 24.36471 -13.10400 8.13450 0.19 0.07 0.19 0.161
H 25.56489 -14.73923 7.15734 -0.75 0.98 0.21 0.104
H 27.08970 -14.89030 7.71804 0.68 0.23 0.13 0.095
H 26.83068 -13.89769 6.28548 0.09 0.00 -0.10 0.092
H 28.00082 -11.76232 7.35757 -0.52 0.42 -0.07 0.086
H 27.58651 -11.44986 9.07810 -0.58 -0.14 -0.31 0.091
H 28.45372 -12.87535 8.51979 -0.17 -0.37 0.37 0.095
C 25.40016 -11.63555 12.59888 -0.43 -0.56 -0.47 -0.237
O 24.63150 -11.04045 11.83541 1.32 -0.62 1.32 -0.094
N 25.47446 -12.98342 12.64583 -2.02 0.10 -0.30 -0.150
C 26.18891 -13.78461 13.61097 2.17 0.21 -0.21 -0.060
C 24.60873 -13.73923 11.72656 0.32 -0.78 -0.55 -0.032
H 26.13062 -11.19707 13.29627 -0.28 0.54 -0.10 0.154
H 26.85665 -13.22311 14.26438 -0.38 0.77 -0.02 0.088
H 26.94152 -14.31612 13.02859 -0.18 -0.75 0.06 0.093
H 25.68401 -14.46817 14.29357 -0.81 0.13 -0.56 0.096
H 23.92998 -13.18316 11.07988 0.16 0.68 0.69 0.072
H 25.23126 -14.26784 11.00466 0.34 -0.22 0.09 0.089
H 24.03446 -14.50794 12.24367 0.02 0.13 0.28 0.094
C 27.15852 -8.63187 10.56973 0.03 1.03 0.37 -0.257
O 26.01921 -9.00658 10.64911 -1.36 -0.79 -0.67 -0.055
N 27.65227 -7.79069 11.47355 -1.17 -0.27 -1.54 -0.170
C 29.00871 -7.88842 11.55140 4.47 1.52 1.75 -0.101
C 26.92778 -6.99376 12.41485 -1.96 0.19 0.48 -0.020
H 27.88278 -8.87952 9.77834 -0.36 -0.43 0.06 0.148
H 29.37781 -6.88248 11.75128 0.48 -0.01 0.66 0.102
H 29.67545 -8.16407 10.73434 -1.09 -0.38 -0.82 0.106
H 29.28318 -8.57983 12.34810 0.37 0.18 0.42 0.101
H 27.14484 -5.92568 12.40116 0.67 -0.10 -0.35 0.102
H 25.86598 -7.03317 12.17168 0.03 -0.16 -0.43 0.063
H 26.91973 -7.30203 13.46032 0.78 -0.46 0.07 0.097
C 22.97774 -8.01731 13.06915 0.09 -3.11 -0.48 -0.146
O 23.37208 -8.62714 12.03376 -1.14 2.03 3.19 -0.112
N 22.21823 -8.62340 14.08084 1.40 0.08 -3.69 -0.169
C 21.81047 -7.84031 15.16372 0.05 0.60 2.52 -0.090
C 21.98283 -10.06937 14.06531 -0.07 0.07 -0.68 -0.022
H 23.34453 -7.01345 13.33357 -0.49 0.01 -0.35 0.150
H 22.54081 -8.03716 15.94854 0.08 0.51 0.55 0.093
H 20.86592 -8.10585 15.63851 -0.27 -0.36 -0.61 0.097
H 21.74118 -6.76779 14.98207 0.27 -0.14 -0.36 0.098
H 22.22155 -10.58822 14.99370 0.17 0.52 0.34 0.095
H 20.94362 -10.30340 13.83432 -0.12 0.14 -0.04 0.099
H 22.59855 -10.50508 13.27845 -0.07 0.17 -0.04 0.052
C 20.91071 -10.99467 10.66591 -0.26 -0.18 -0.36 -0.240
O 22.11208 -10.80776 10.86119 0.31 0.06 0.22 -0.103
N 20.32398 -12.11292 11.10101 0.04 -0.21 0.32 -0.124
C 18.99985 -12.59019 10.60069 0.80 -1.02 1.71 -0.004
C 21.11021 -13.00858 12.00895 -0.35 -0.42 -1.14 -0.026
H 20.27383 -10.25972 10.14975 0.06 -0.31 -0.14 0.145
H 18.42390 -12.72974 11.51551 -0.76 0.58 -0.21 0.085
H 19.11064 -13.63405 10.30712 0.36 0.01 -0.60 0.083
H 18.50344 -12.03115 9.80750 0.43 0.45 0.42 0.077
H 20.48456 -13.51508 12.74388 -0.34 0.36 -0.04 0.090
H 21.55541 -13.80659 11.41474 -0.05 -0.19 -0.21 0.081
H 21.96979 -12.55793 12.50509 -0.48 0.62 -0.17 0.063
C 24.70352 -4.19921 10.90164 -0.68 1.49 -1.63 0.061
C 24.67521 -2.90178 10.45561 0.59 0.45 2.36 -0.221
C 24.79999 -2.40069 9.05495 -1.00 -0.06 -2.31 -0.262
O 24.82693 -1.18657 8.71787 0.24 -3.39 1.74 0.084
C 24.76778 -3.55076 8.10566 0.23 2.93 0.13 0.071
C 24.68284 -4.81519 8.48547 0.77 -2.97 -1.59 -0.183
C 24.61169 -5.28231 9.91990 0.26 -0.28 2.33 -0.262
O 24.55146 -6.44776 10.36282 0.07 1.76 -1.73 0.037
O 24.84101 -5.81006 7.53957 -0.12 2.56 0.98 0.071
O 24.62463 -1.90007 11.35384 0.01 -0.76 0.14 0.098
H 24.55269 -4.41649 11.94875 0.13 0.00 0.01 0.123
H 24.86308 -3.20854 7.08576 -0.06 -0.60 -0.27 0.139
H 24.86704 -6.64855 8.00632 -0.37 -1.29 0.35 0.024
H 24.79015 -1.09604 10.85611 -0.12 0.71 -0.31 0.101
C 20.74017 -5.49692 9.94641 -0.22 -0.58 -0.91 0.081
C 19.70133 -6.38819 9.86260 1.42 -0.06 1.15 -0.205
C 18.31099 -5.87977 9.72854 -1.80 -1.77 -0.82 -0.316
O 17.32293 -6.60320 9.53097 1.73 0.69 0.56 0.112
C 18.17805 -4.46379 9.67860 0.40 2.47 0.00 0.061
C 19.22100 -3.59725 9.64853 -1.89 0.75 -0.67 -0.212
C 20.61374 -4.04136 9.80140 -0.09 -1.94 0.54 -0.341
O 21.52722 -3.25290 9.87819 0.37 0.64 -0.06 0.120
O 19.01502 -2.26704 9.40279 -0.06 -1.40 0.52 0.092
O 19.89972 -7.70035 10.02496 -2.77 1.31 -0.07 0.088
H 21.71384 -5.96188 9.89995 0.38 0.28 0.36 0.106
H 17.19037 -4.03870 9.57766 -0.17 -0.18 -0.08 0.138
H 19.87558 -1.86141 9.53127 0.62 0.42 -0.10 0.102
H 20.81730 -7.90061 9.82613 2.05 -0.58 -0.43 0.006
C 19.38578 -3.09370 6.07723 -0.62 1.26 0.45 0.053
C 18.31783 -3.83049 5.77818 -2.10 -0.36 -1.61 -0.220
C 18.31405 -5.31776 5.66558 1.99 -1.38 1.18 -0.273
O 17.36201 -6.05768 5.40619 1.03 1.76 0.08 0.107
C 19.66974 -5.81490 6.06752 -1.61 -0.58 0.29 0.089
C 20.70918 -5.05108 6.44632 2.90 -1.00 0.05 -0.238
C 20.72304 -3.57906 6.44127 1.00 4.01 1.01 -0.240
O 21.65620 -2.75412 6.78745 -3.48 -3.93 -1.47 0.071
O 21.91593 -5.52760 6.79326 -1.04 2.71 0.22 0.083
O 17.10835 -3.28132 5.42826 1.19 0.58 0.53 0.080
H 19.11421 -2.05306 6.17579 0.62 0.38 -0.13 0.136
H 19.69879 -6.87152 6.28913 0.32 -0.22 -0.41 0.104
H 21.96380 -6.48605 6.76733 -0.07 -1.60 -0.36 -0.024
H 16.62573 -3.95060 4.93761 -0.33 -0.47 0.10 0.099
C 26.67891 -8.19042 5.42187 -1.09 0.63 -1.96 0.061
C 27.31391 -8.69729 6.45357 0.53 -1.45 2.02 -0.230
C 28.78454 -9.02835 6.42348 0.22 0.81 -2.52 -0.312
O 29.48028 -9.59026 7.22847 -0.59 -0.27 1.31 0.106
C 29.41830 -8.56443 5.16364 0.28 0.18 -0.54 0.060
C 28.80700 -8.03768 4.09439 -1.64 1.87 -0.05 -0.203
C 27.25072 -7.81903 4.09980 -0.48 0.01 -0.61 -0.242
O 26.56394 -7.39217 3.14922 2.36 -1.01 2.36 0.093
O 29.50579 -7.42948 3.10372 0.62 -0.91 0.26 0.074
O 26.67306 -9.10299 7.56967 1.86 -0.30 -0.31 0.053
H 25.60228 -8.16406 5.50289 -0.25 0.35 -0.17 0.137
H 30.49785 -8.53560 5.15147 0.15 -0.21 0.12 0.129
H 29.10579 -6.62209 2.77248 -0.69 -0.14 -0.06 0.118
H 25.73525 -8.90288 7.52415 -1.25 0.53 0.27 0.041
C 16.36733 -9.58224 7.00283 -0.66 0.31 -0.96 0.070
C 16.35600 -9.25355 5.68014 0.17 -0.53 0.41 -0.224
C 17.60614 -8.99289 4.86689 1.54 -0.57 1.95 -0.346
O 17.64324 -8.67083 3.70777 -0.94 0.04 -0.49 0.116
C 18.82324 -9.24937 5.66623 -0.74 -0.54 0.67 0.066
C 18.78609 -9.64502 6.97031 0.70 0.35 -0.04 -0.224
C 17.56431 -9.81061 7.85333 -2.50 0.66 -0.22 -0.264
O 17.46113 -10.05152 9.06598 1.22 0.13 -2.55 0.079
O 19.87066 -9.89194 7.66312 0.46 -0.52 1.31 0.088
O 15.20686 -9.25316 4.97995 0.24 0.25 0.62 0.098
H 15.35231 -9.65996 7.36350 0.10 -0.29 0.73 0.125
H 19.78594 -9.27226 5.17727 0.06 0.30 -0.14 0.133
H 20.69617 -9.57682 7.28783 0.27 0.14 -0.58 0.057
H 15.43611 -8.90937 4.11343 0.02 0.18 -0.64 0.105
C 24.27843 -11.45346 5.47780 0.03 -0.97 -0.82 0.062
C 22.93201 -11.75671 5.37788 -0.80 0.30 2.53 -0.158
C 22.33205 -12.62627 4.28018 -2.09 1.23 -0.76 -0.293
O 21.11422 -12.81669 4.05266 3.19 0.41 1.34 0.109
C 23.34529 -13.06123 3.36780 2.63 -0.30 -0.86 0.068
C 24.69651 -12.76315 3.44739 -0.64 -1.80 0.27 -0.204
C 25.34111 -11.97111 4.54531 -1.35 2.68 1.51 -0.302
O 26.53112 -11.62089 4.67217 -1.98 -1.69 -0.72 0.066
O 25.56323 -13.37353 2.61674 -0.52 -0.25 -0.98 0.079
O 22.03444 -11.39507 6.34854 0.53 -1.90 -3.88 0.067
H 24.66996 -10.86296 6.29291 -0.27 0.19 0.18 0.100
H 23.00401 -13.72182 2.58451 0.17 -0.03 -0.19 0.132
H 26.34704 -13.68759 3.07349 0.31 0.50 0.20 0.115
H 22.47411 -10.75904 6.91755 0.75 1.03 2.07 -0.013
```
Forces are in eV/Å.



3.
The following is a quantum chemistry calculation of a 2-piece molecular cluster, C7H11IN2O3 overall, from the Open Molecules 2025 dataset.

Output
M: 298.080 g/mol
lowest unoccupied orbital energy: -1.9 eV
2S+1: 1
orbital gap: 4.79 eV
calculated total energy: -905.96653 Eh

Geometry as XYZ:
```
24
Properties=species:S:1:pos:R:3:forces:R:3:lowdin_charge:R:1
C -3.38691 -0.10614 0.27172 -0.58 0.12 -0.22 -0.209
C -2.75641 -1.01777 -0.93551 0.93 1.18 0.09 -0.758
I -4.14305 -2.75214 -1.15629 1.08 1.01 -0.05 0.738
C -1.19686 -1.50534 -0.67992 0.53 0.29 -0.34 -0.175
C -0.32431 -0.15349 -0.33552 -0.50 -0.42 -0.36 -0.119
N -0.48359 0.99546 -1.31316 4.45 -0.80 7.13 0.087
C 0.40681 2.06171 -0.66385 1.04 -2.60 3.17 0.026
C 1.08931 1.42766 0.72260 -2.76 -0.01 -3.91 0.044
N 0.56226 0.01850 0.87779 -2.55 4.50 -6.63 0.113
H -3.50968 -0.74390 1.25586 0.12 1.23 -2.13 0.090
H -4.44338 0.28579 -0.11914 2.27 -1.02 1.08 0.094
H -2.77135 0.84752 0.55378 -0.84 -1.82 -0.75 0.076
H -2.73801 -0.41838 -1.96764 -0.41 -1.44 2.29 0.087
H -1.10211 -2.36101 0.12689 -0.18 2.09 -1.40 0.128
H -0.71682 -1.95498 -1.67546 -1.19 1.02 2.12 0.141
H -1.05416 1.04771 -2.19837 1.00 -0.31 1.61 0.167
H 0.56410 3.15701 -1.09666 -0.38 -2.91 1.05 0.134
H 1.83370 1.92024 1.47984 -1.58 -1.15 -1.83 0.146
H 0.70596 -0.71952 1.60117 -0.02 0.97 -0.98 0.174
C 5.03616 0.07793 0.88587 3.83 0.87 -1.57 -0.906
O 4.26358 0.13058 -0.10108 -0.61 0.32 -1.45 -0.106
O 4.36820 -0.22424 1.99018 -2.10 -0.65 2.43 0.024
O 6.27086 0.25678 0.98276 -1.35 -0.15 -0.28 -0.044
H 3.52568 -0.26996 1.49415 -0.19 -0.33 0.92 0.050
```
Forces are in eV/Å.



Repeat the first record exactly.
The following is a quantum chemistry calculation of C9H5N2O2PdS5 as an isolated structure, from the Open Molecules 2025 dataset.

Output
M: 439.906 g/mol
lowest unoccupied orbital energy (alpha / beta): 2.5 / 1.2 eV
total charge: -1
2S+1: 3
⟨S²⟩: 2.03
orbital gap (alpha / beta): 6.38 / 5.98 eV
calculated total energy: -2724.77355 Eh

Geometry as XYZ:
```
24
Properties=species:S:1:pos:R:3:forces:R:3:mulliken_spin:R:1
Pd -0.13894 -0.13665 -0.10805 0.13 0.20 0.20 0.799
O 2.05613 0.20193 -0.04354 0.13 0.02 -0.05 0.050
N 2.47066 1.39427 -0.02584 -0.02 -0.09 0.01 0.004
N 1.55337 2.29069 -0.03435 0.16 0.20 0.01 0.006
O 0.27046 2.04600 -0.05995 -0.11 -0.02 -0.05 0.047
C 1.97791 3.65941 -0.01172 -0.17 -0.26 -0.01 0.005
C 0.99168 4.63361 -0.02051 0.06 0.09 0.00 -0.002
C 1.36286 5.97186 0.00069 -0.02 -0.05 0.00 -0.001
C 2.70068 6.33186 0.03016 0.01 0.02 0.00 0.001
C 3.67594 5.34084 0.03855 -0.01 -0.02 0.00 -0.001
C 3.32542 4.00167 0.01783 0.04 0.08 0.00 0.000
H -0.04111 4.32154 -0.04366 0.00 0.00 0.00 0.000
H 0.59332 6.73352 -0.00612 0.01 0.01 0.00 0.000
H 2.98537 7.37614 0.04656 0.00 0.00 0.00 0.000
H 4.72422 5.61110 0.06150 0.00 0.01 0.00 0.000
H 4.07586 3.22654 0.02409 -0.01 -0.01 0.00 -0.002
S -5.29067 -5.24438 0.04615 0.03 0.03 0.02 0.079
C -4.11998 -4.08198 0.04238 -0.09 -0.08 -0.04 0.017
S -2.43618 -4.42872 0.03779 0.12 -0.06 0.02 -0.022
C -1.82340 -2.78710 0.01179 -0.17 0.04 0.00 0.073
C -2.80799 -1.79465 0.00414 0.04 -0.17 0.00 0.085
S -2.50510 -0.14485 -0.01970 -0.14 0.05 -0.06 0.434
S -4.45424 -2.39500 0.02221 -0.05 0.12 0.02 -0.021
S -0.17167 -2.49732 -0.00122 0.05 -0.12 -0.06 0.447
```
Forces are in eV/Å.